1.
4 unconnected molecules or ions with the total composition C23H51BN3O9S. Source: the Open Molecules 2025 dataset; level of theory: ωB97M-V/def2-TZVPD.

```
! wB97M-V def2-TZVPD RIJCOSX def2/J DEFGRID3
* xyz -1 1
N -1.60681 2.24249 3.21615
C -0.41883 1.58766 2.61688
C -0.79642 0.49750 1.59140
C -0.16492 0.80358 0.21837
C 1.31276 0.43680 0.19574
C 2.09615 0.93562 -1.03166
B 2.15516 2.55577 -1.08481
O 2.57312 3.14501 0.25063
C 3.67691 3.97218 -0.01029
C 3.48044 4.35207 -1.47412
C 4.61906 5.04972 -2.22267
C 5.58938 5.88356 -1.37255
S 5.19369 7.66055 -1.27417
C 4.34820 7.78858 0.23347
N 3.38683 8.61246 0.50234
N 3.10977 8.45216 1.85971
C 3.91357 7.54576 2.27652
O 4.74295 7.08297 1.32096
O 3.20193 3.09400 -2.03812
H -1.46855 2.36293 4.21146
H -1.70300 3.17954 2.84156
H 0.18525 1.16119 3.42260
H 0.21811 2.33014 2.12104
H -1.88542 0.48306 1.49782
H -0.43566 -0.47752 1.93590
H -0.33169 1.87028 0.04119
H -0.67527 0.26579 -0.59159
H 1.81701 0.78592 1.10646
H 1.35133 -0.66776 0.23006
H 3.11105 0.51296 -0.96185
H 1.63798 0.52465 -1.94296
H 1.04141 3.01979 -1.44178
H 3.73263 4.79888 0.70455
H 4.60197 3.36380 0.03711
H 2.54986 4.94857 -1.51810
H 4.18883 5.71434 -2.98164
H 5.18395 4.28878 -2.77226
H 6.58900 5.87981 -1.81795
H 5.69873 5.49310 -0.36120
H 3.96645 7.12647 3.26877
C -6.44697 3.50194 -0.34797
O -6.77369 2.90431 0.89158
C -5.68033 2.22610 1.49578
C -5.00916 3.04761 2.57163
O -4.40570 4.22008 2.04718
C -5.17430 5.39028 2.22223
H -7.26327 4.17429 -0.60969
H -5.51784 4.07313 -0.28859
H -6.34778 2.74532 -1.13449
H -4.94211 1.94409 0.73855
H -6.07093 1.30845 1.94535
H -4.21260 2.44735 3.02099
H -5.73173 3.31055 3.35301
H -5.14137 5.73024 3.26439
H -6.21751 5.23714 1.93224
H -4.73822 6.16263 1.59022
C -3.02288 -5.44794 -0.23121
O -1.85449 -5.28257 -1.00955
C -1.55502 -3.92487 -1.30845
C -0.47768 -3.36483 -0.40881
O -0.89593 -3.32193 0.94351
C -0.40598 -4.38425 1.73384
H -3.02371 -6.47216 0.14059
H -3.04096 -4.76003 0.61720
H -3.92285 -5.29235 -0.83713
H -2.45891 -3.31283 -1.23311
H -1.20546 -3.88522 -2.34458
H -0.25952 -2.33787 -0.71647
H 0.44320 -3.95055 -0.50888
H 0.65374 -4.23818 1.97165
H -0.52763 -5.35149 1.23755
H -0.97529 -4.38635 2.66248
C 3.03999 -8.86969 -1.54281
O 2.33207 -7.77138 -1.00750
C 2.10140 -6.73029 -1.94524
C 0.70260 -6.77578 -2.51686
O 0.47891 -7.95160 -3.28457
C -0.24023 -8.94643 -2.58488
H 2.96500 -9.68561 -0.82501
H 2.61953 -9.19471 -2.49788
H 4.09866 -8.62337 -1.68523
H 2.84022 -6.77735 -2.75237
H 2.23683 -5.78001 -1.42043
H 0.57006 -5.91879 -3.18446
H -0.03853 -6.69147 -1.71917
H -1.29977 -8.67930 -2.50215
H 0.16314 -9.10576 -1.58155
H -0.15391 -9.87167 -3.15394
*
```

The LUMO energy is 2.24 eV. The gap between HOMO and LUMO is 6.415 eV.

2.
CH4N2 in the gas phase. Source: the Open Molecules 2025 dataset; level of theory: ωB97M-V/def2-TZVPD.

```
! wB97M-V def2-TZVPD RIJCOSX def2/J DEFGRID3
* xyz 0 1
C 1.19114 0.13890 0.07513
H -1.78448 -0.39486 0.55323
H -1.17175 1.20409 -0.09978
H 2.20178 -0.31177 -0.26069
H 1.17452 1.18458 0.16290
N -1.11373 0.11325 -0.09251
N 0.03274 -0.47260 -0.02269
*
```

Its SMILES is C=NN. The LUMO energy is 1.20 eV. The calculation puts the energy relative to the best compared isomer or geometry (same formula, charge and spin) at 70.8 kcal/mol. The gap between HOMO and LUMO is 9.770 eV.

3.
A molecular structure, C5H11AlBBeBr3CaClF9NOS. Source: the Open Molecules 2025 dataset; level of theory: ωB97M-V/def2-TZVPD.

```
! wB97M-V def2-TZVPD RIJCOSX def2/J DEFGRID3
* xyz 1 1
C 1.05113 2.75621 2.55377
C 2.20587 2.20185 3.37899
C 3.58507 2.60142 2.98481
N 1.92519 1.38385 4.36753
S 2.16932 -0.16259 3.99640
Cl 0.46288 -0.99560 2.95420
H 1.31670 2.55161 1.51669
H 0.91348 3.81449 2.71212
H 0.13240 2.20541 2.79601
H 4.29348 1.87906 3.38040
H 3.61543 2.62985 1.90364
H 3.85709 3.56106 3.41426
H 3.14469 -0.14647 3.03271
C -1.16385 -3.91693 1.15615
Br -0.32247 -3.90224 -0.57263
Br -2.73069 -2.79435 1.14455
Br -1.52547 -5.69083 1.79844
H -0.45590 -3.47035 1.84615
B -2.96027 0.65987 2.43353
F -3.63760 0.12780 1.34525
F -2.00307 1.61346 1.94373
F -3.80737 1.27389 3.30384
F -2.21043 -0.34960 3.07960
F 0.75325 -0.79524 -4.15442
Al -0.06796 -2.26729 -4.48560
F -1.74872 -1.94872 -4.56113
F 0.24484 -3.35141 -3.20909
F 0.45642 -2.91328 -5.95531
Ca 0.38108 0.13504 0.48947
C -2.30393 0.41315 -6.97972
O -1.16622 0.35965 -6.39211
H -2.27744 0.73020 -8.05817
H -2.90208 -0.52106 -6.97817
H -3.03168 1.16409 -6.54905
Be 1.90588 4.74888 1.00811
F 1.90093 -3.58488 -0.64494
*
```

The LUMO energy is -8.29 eV. The gap between HOMO and LUMO is 1.683 eV.

4.
2 unconnected molecules or ions with the total composition C3H5NOS. Source: the Open Molecules 2025 dataset; level of theory: ωB97M-V/def2-TZVPD.

```
! wB97M-V def2-TZVPD RIJCOSX def2/J DEFGRID3
* xyz 0 1
C -0.04425 1.03134 -0.23743
C 0.93640 0.95350 2.03293
C -0.21490 -0.19486 -0.99597
N 0.56905 1.04127 0.90254
O -1.61424 -2.52450 -0.96061
S -1.61753 -1.27669 -0.20920
H -0.54871 1.93699 -0.54359
H 3.23256 1.43698 2.08905
H -0.55663 -0.01842 -2.01206
H 0.65365 -0.84933 -0.97948
H -0.79539 -1.53629 0.91383
*
```

The LUMO energy (spin up / spin down) is -1.38 / -0.10 eV. The calculation puts the energy relative to the best compared isomer or geometry (same formula, charge and spin) at 168.5 kcal/mol. The gap between HOMO and LUMO (spin up / spin down) is 8.442 / 8.461 eV.

5.
A gas-phase ion, C4H9N2O2 (charge -1). Source: the Open Molecules 2025 dataset; level of theory: ωB97M-V/def2-TZVPD.

```
! wB97M-V def2-TZVPD RIJCOSX def2/J DEFGRID3
* xyz -1 1
O -0.97508 1.98718 -1.43004
C -0.07017 1.38285 -0.87729
N 0.95076 1.95200 -0.21400
C -0.06193 -0.15746 -0.82776
C -1.51144 -0.69727 -0.69470
N 0.91798 -0.66641 0.07656
C 0.62090 -0.79782 1.64421
O -0.19855 -1.74582 1.98874
H 1.00057 2.92668 0.05841
H 1.44274 1.20078 0.26955
H 0.26786 -0.41128 -1.84986
H -2.24398 -0.07552 -1.19543
H -1.74949 -0.71479 0.37014
H -1.47489 -1.72592 -1.05336
H 1.09886 -1.64241 -0.12152
H 0.32383 0.25204 1.87424
H 1.66204 -1.06681 1.98209
*
```

Its SMILES is C[C@H](NC[O-])C(N)=O. The LUMO energy is 4.00 eV. The calculation puts the energy relative to the best compared isomer or geometry (same formula, charge and spin) at 39.1 kcal/mol. The gap between HOMO and LUMO is 6.968 eV.

6.
A gas-phase ion, C5H8O3P (charge -1). Source: the Open Molecules 2025 dataset; level of theory: ωB97M-V/def2-TZVPD.

```
! wB97M-V def2-TZVPD RIJCOSX def2/J DEFGRID3
* xyz -1 1
C 0.51367 -0.81143 0.94894
C -0.80017 -0.85212 1.07456
C 1.16961 0.03418 -0.06620
C 1.91544 -0.48217 -1.03296
C 1.05210 1.50643 0.17813
O -2.39691 1.31380 0.60130
O -3.06656 -0.98330 -0.32981
O -1.10920 0.25066 -1.39495
P -1.83460 0.12452 -0.09702
H 1.17518 -1.39299 1.59214
H -1.28873 -1.44848 1.83321
H 1.99432 -1.54851 -1.18141
H 2.39811 0.13911 -1.76986
H -2.76208 -1.45602 -1.10047
H 1.49178 2.07571 -0.63833
H 1.54966 1.76983 1.11525
H -0.00163 1.76078 0.26749
*
```

Its SMILES is C=C(C)/C=C\[P@@](=O)([O-])O. The LUMO energy is 3.90 eV. The calculation puts the energy relative to the best compared isomer or geometry (same formula, charge and spin) at 0.0 kcal/mol. The gap between HOMO and LUMO is 8.935 eV.

7.
A molecular structure, C9H17CeCl2NO2. Source: the Open Molecules 2025 dataset; level of theory: ωB97M-V/def2-TZVPD.

```
! wB97M-V def2-TZVPD RIJCOSX def2/J DEFGRID3
* xyz 0 1
Ce -0.79690 -0.11285 1.01584
Cl 0.35288 -0.95996 3.20833
Cl -3.00778 -0.40239 2.18477
C -1.22717 -1.93677 -0.03928
H -0.65464 -2.51141 -0.83668
H -2.24329 -2.34900 0.22770
C 1.69371 0.36073 0.27766
C 1.30166 -0.56758 -0.65364
H 1.28712 1.38159 0.26983
C 1.89225 -1.96165 -0.71858
H 0.62406 -0.28202 -1.46741
C 2.58367 -2.34084 0.60496
H 1.15355 -2.72797 -0.98913
H 2.65681 -1.95022 -1.51918
C 3.52239 -1.22015 1.06205
H 1.82870 -2.51505 1.38531
H 3.15006 -3.27232 0.47455
C 2.78971 0.11552 1.29777
H 4.07503 -1.51964 1.96244
H 4.26427 -1.04756 0.27457
H 2.39822 0.10554 2.33443
H 3.49226 0.96317 1.25113
N -4.11886 2.37128 -1.55908
C -2.80854 3.03666 -1.35814
C -2.02264 2.16901 -0.41732
O -1.61760 2.48137 0.72455
O -1.87609 0.97285 -0.92338
H -4.05385 1.43494 -2.00237
H -4.71424 2.93861 -2.16250
H -4.65130 2.26727 -0.67817
H -2.30759 3.07002 -2.31273
H -2.96586 4.00881 -0.91829
*
```

The LUMO energy (spin up / spin down) is -1.26 / -1.26 eV. The calculation puts the energy relative to the best compared isomer or geometry (same formula, charge and spin) at 20.7 kcal/mol. The gap between HOMO and LUMO (spin up / spin down) is 4.771 / 4.772 eV.

8.
2 unconnected molecules or ions with the total composition C7H17N. Source: the Open Molecules 2025 dataset; level of theory: ωB97M-V/def2-TZVPD.

```
! wB97M-V def2-TZVPD RIJCOSX def2/J DEFGRID3
* xyz 0 1
C 1.58004 0.29737 0.16185
C 3.09427 0.10834 0.13103
C 1.19872 1.62941 -0.47776
C 0.89886 -0.93367 -0.62309
C 0.57122 -2.08657 -0.06074
H 1.24998 0.27816 1.20557
H 1.01877 -0.84837 -1.69528
H 1.52741 1.66200 -1.51550
H 3.58522 0.91515 0.67474
H 3.45873 0.11564 -0.89509
H 3.39036 -0.82900 0.59809
H 0.11814 1.75917 -0.46083
H 1.63009 2.45715 0.08428
H 0.36226 -2.96239 -0.65485
H 0.46237 -2.18898 1.00808
C -2.85395 0.18952 -0.87638
C -2.22498 -0.01608 1.43766
N -1.80644 0.35810 0.10513
H -0.84096 -0.12361 -0.12333
H -2.46817 0.39718 -1.87362
H -1.36474 0.03238 2.10518
H -3.63909 0.92117 -0.66701
H -3.32775 -0.80552 -0.87263
H -2.97306 0.70542 1.77583
H -2.64728 -1.03196 1.50867
*
```

Its SMILES is C=CC(C)C.CNC. The LUMO energy is 1.10 eV. The calculation puts the energy relative to the best compared isomer or geometry (same formula, charge and spin) at 42.9 kcal/mol. The gap between HOMO and LUMO is 9.360 eV.